1.
The following is a DFT calculation (ωB97M-V/def2-TZVPD) of a 3-piece molecular cluster, C2H10NO3 overall.

Geometry as XYZ:
```
16
Properties=species:S:1:pos:R:3
C -1.3196 0.0863 1.3846
N -1.0459 1.2336 0.6011
C 0.3775 1.2968 0.0986
O 0.8367 0.0411 -0.2380
H -0.5361 -0.6438 1.2879
H -2.3312 -0.2520 1.1014
H -1.3310 0.2811 2.4339
H -1.5719 1.1182 -0.2517
H 1.0791 1.7147 0.7531
H 0.3830 1.9719 -0.7222
H 1.3557 -3.0922 0.5092
H 1.5333 -1.4923 0.1803
O 1.8876 -2.3374 0.6735
H -0.0091 -0.0545 -1.6830
H -1.1595 0.9066 -1.8672
O -0.7790 0.1224 -2.2916
```

## Properties
M	96.11	g mol⁻¹
net charge	-1

***

2.
The following is a DFT calculation (ωB97M-V/def2-TZVPD) of one molecule with the formula C25H24N4O4S.

Geometry as XYZ:
```
58
Properties=species:S:1:pos:R:3
C -4.4295 -4.0285 0.9049
C -3.1263 -3.7979 0.1508
C -2.3033 -2.6599 0.7526
S -3.2351 -1.0794 0.6006
C -1.8977 0.0061 0.7968
N -0.7246 -0.4213 1.1096
C 0.1584 0.6414 0.9595
C 1.4824 0.3764 1.1029
C 2.6577 1.1696 0.8983
C 2.6431 2.5349 0.5972
C 3.8151 3.2370 0.4007
C 5.0341 2.5883 0.5037
C 5.0852 1.2360 0.7997
C 3.9156 0.5140 0.9984
O 3.8876 -0.8139 1.2739
C 5.0985 -1.5166 1.4076
C -0.6306 1.8257 0.5631
O -0.3191 2.9791 0.3656
N -1.9432 1.3412 0.4737
C -3.0764 2.0904 0.1066
C -2.9826 3.0166 -0.9251
C -4.0963 3.7563 -1.2775
C -5.2993 3.5703 -0.6172
C -5.3876 2.6449 0.4090
C -4.2783 1.9077 0.7802
C -0.9273 -2.5987 0.0913
O 0.0167 -3.1791 0.5638
N -0.9213 -1.9975 -1.1438
C 0.2148 -1.4482 -1.6997
C 1.5750 -1.7381 -1.4209
C 2.2527 -0.8576 -2.2121
C 3.7001 -0.5997 -2.4024
O 1.3761 -0.1169 -2.9119
N 0.1106 -0.4838 -2.5845
H -4.9808 -4.8513 0.4573
H -4.2305 -4.2717 1.9458
H -5.0508 -3.1362 0.8701
H -3.3405 -3.5754 -0.8971
H -2.5139 -4.7021 0.1859
H -2.1417 -2.8306 1.8193
H 1.6768 -0.6514 1.3852
H 1.6957 3.0411 0.5208
H 3.7788 4.2902 0.1698
H 5.9557 3.1310 0.3539
H 6.0471 0.7536 0.8743
H 5.7052 -1.1226 2.2290
H 5.6828 -1.4962 0.4818
H 4.8149 -2.5438 1.6314
H -2.0439 3.1554 -1.4366
H -4.0232 4.4782 -2.0768
H -6.1667 4.1480 -0.8993
H -6.3213 2.5000 0.9311
H -4.3414 1.2004 1.5933
H -1.7762 -1.5627 -1.4703
H 1.9485 -2.4648 -0.7345
H 4.2756 -1.3934 -1.9366
H 3.9696 0.3546 -1.9496
H 3.9350 -0.5490 -3.4637
```

## Properties
M	476.56	g mol⁻¹
SMILES string	CC[C@H](SC1=N/C(=C/c2ccccc2OC)C(=O)N1c1ccccc1)C(=O)Nc1cc(C)on1
net charge	0

***

3.
The following is a DFT calculation (ωB97M-V/def2-TZVPD) of one molecule with the formula C2H4ClFS.

Geometry as XYZ:
```
9
Properties=species:S:1:pos:R:3
F -0.8785 1.4806 -0.9306
C -1.0618 0.4829 -0.0801
Cl -2.1350 -0.7312 -0.7415
C 0.2960 -0.0639 0.3439
S 1.7204 -0.2518 -0.8647
H -1.4663 0.8277 0.7778
H 0.1622 -0.9654 0.9608
H 0.8503 0.5267 1.0179
H 2.5128 -1.3057 -0.4837
```

## Properties
M	114.57	g mol⁻¹
SMILES string	F[C@@H](Cl)CS
net charge	0

***

4.
The following is a DFT calculation (ωB97M-V/def2-TZVPD) of a 2-piece molecular cluster, C38H32O4 overall.

Geometry as XYZ:
```
74
Properties=species:S:1:pos:R:3
C -5.5870 -3.0977 2.6710
C -4.3305 -3.6987 2.4949
C -3.1780 -2.9118 2.3289
C -3.2638 -1.5107 2.4343
C -2.0962 -0.5507 2.3634
C -0.9571 -0.9625 1.5397
C 0.3490 -0.4371 1.9269
C 1.4782 -1.4396 1.9739
C 1.2986 -2.8220 2.2007
C 2.3889 -3.6257 2.5704
C 3.6804 -3.0815 2.6325
C 3.8763 -1.7319 2.2905
C 2.7869 -0.9288 1.9484
O 0.5680 0.7601 2.1925
O -2.1796 0.5621 2.9104
C -4.5243 -0.9310 2.6496
C -5.6806 -1.7016 2.7393
H -6.4872 -3.7114 2.7936
H -4.2428 -4.7932 2.4756
H -2.2125 -3.3899 2.1205
H -0.9895 -1.9347 1.0311
H 0.3013 -3.2592 2.1055
H 2.2274 -4.6788 2.8179
H 4.5254 -3.7003 2.9580
H 4.8723 -1.2882 2.3039
H 2.9311 0.1242 1.6881
H -4.5858 0.1560 2.7028
H -6.6393 -1.1966 2.8544
C 6.2116 -0.2418 -4.8461
O 5.4561 -1.1354 -4.0081
C 4.4234 -0.6232 -3.2885
C 3.6342 -1.5294 -2.5414
C 2.5373 -1.0842 -1.8325
C 2.1883 0.2940 -1.8176
C 0.9454 0.7577 -1.1915
C -0.1627 -0.1125 -1.1601
C -1.2663 0.0720 -0.3075
C -2.5981 -0.4300 -0.6794
C -3.7549 0.2669 -0.2803
C -5.0105 -0.2826 -0.5166
C -5.1357 -1.5312 -1.1400
C -3.9826 -2.2175 -1.5523
C -2.7186 -1.6563 -1.3533
C 0.8635 2.1243 -0.6657
C 2.0191 2.7424 -0.1160
C 2.0219 4.0596 0.2819
C 0.8499 4.8429 0.1187
O 0.9560 6.1619 0.4387
C -0.1347 7.0546 0.1196
C -0.3401 4.2347 -0.3586
C -0.3240 2.8905 -0.7084
C 3.0317 1.1937 -2.5101
C 4.1260 0.7569 -3.2364
H 7.0145 -0.8563 -5.2498
H 5.5879 0.1488 -5.6587
H 6.6251 0.5908 -4.2667
H 3.9094 -2.5803 -2.5866
H 1.9343 -1.8069 -1.2740
H -0.1270 -1.0024 -1.8080
H -1.2517 0.9296 0.3760
H -3.6463 1.2369 0.2145
H -5.9020 0.2697 -0.2130
H -6.1283 -1.9697 -1.3004
H -4.0644 -3.1836 -2.0582
H -1.8189 -2.1845 -1.6819
H 2.9402 2.1659 -0.0048
H 2.9174 4.5394 0.6812
H 0.1349 7.9898 0.6109
H -0.1992 7.2058 -0.9655
H -1.0897 6.6836 0.5119
H -1.2583 4.8191 -0.4876
H -1.2473 2.4429 -1.0775
H 2.7831 2.2558 -2.5328
H 4.7207 1.4788 -3.7960
```

## Properties
M	552.67	g mol⁻¹
net charge	0

***

| no. | E (Eh) |
| --- | --- |
| 1 | -362.6721 |
| 2 | -1885.2229 |
| 3 | -1036.8116 |
| 4 | -1768.1072 |